Entry 1:
{
  "formula": "C3H5Br",
  "method": "the ωB97M-V functional and the def2-TZVPD basis",
  "symbols": ["C", "C", "C", "Br", "H", "H", "H", "H", "H"],
  "xyz": [[-0.21, 0.52, -0.42], [1.54, 0.28, 0.46], [-1.16, -0.46, -0.01], [2.89, 1.36, -0.19], [-0.28, 1.17, -1.24], [1.57, -0.51, 1.17], [-2.18, -0.04, 0.10], [-0.84, -1.02, 0.82], [-1.33, -1.30, -0.71]],
  "multiplicity": 3,
  "homo_lumo_gap_ev": [8.21, 9.20],
  "s2": 2.01
}


Entry 2:
{
  "formula": "C2H8O3",
  "method": "the ωB97M-V functional and the def2-TZVPD basis",
  "symbols": ["O", "C", "C", "O", "H", "H", "H", "H", "H", "H", "O", "H", "H"],
  "xyz": [[-0.27, -0.93, -0.80], [0.37, 0.28, -1.03], [-0.34, 1.24, -0.08], [0.05, 1.04, 1.22], [-1.09, -0.92, -1.35], [1.46, 0.23, -0.87], [0.19, 0.55, -2.09], [-0.10, 2.31, -0.26], [-1.43, 1.11, -0.26], [-0.18, 0.11, 1.45], [0.18, -1.61, 1.65], [1.16, -1.64, 1.71], [-0.02, -1.77, 0.70]],
  "smiles": "OCCO.O",
  "homo_lumo_gap_ev": 10.37
}


Entry 3:
{
  "formula": "CHIOS2",
  "method": "the ωB97M-V functional and the def2-TZVPD basis",
  "symbols": ["C", "O", "S", "S", "I", "H"],
  "xyz": [[-0.54, -1.14, -0.05], [1.13, 0.53, -1.13], [-1.70, -0.12, 0.53], [0.08, -0.89, 1.57], [0.58, 2.06, -0.15], [0.45, -0.45, -0.78]],
  "homo_lumo_gap_ev": 7.20
}


Asked for ΔE to the lowest compared entry with this formula, charge and spin across the records above, the calculation gives 155.7 47.7 479.4 kJ/mol in order.